[1]
The following is a quantum chemistry calculation of 4 unconnected molecules or ions with the total composition C18H42B2F5IN3O7S3 at a distorted geometry, from the Open Molecules 2025 dataset.

Geometry as XYZ:
```
81
Properties=species:S:1:pos:R:3:forces:R:3
C -0.38634 -5.35936 -2.38030 -0.05 0.08 0.16
C -0.85757 -4.32758 -1.35073 0.02 -0.23 -0.40
O -1.56114 -3.24138 -1.93865 0.00 0.27 0.44
B -0.81434 -2.07451 -2.08276 0.11 0.10 -0.24
O 0.37205 -2.19431 -2.75748 0.05 -0.68 0.53
C -1.38198 -0.70536 -1.50243 -0.49 -0.12 -0.63
O -1.50510 0.25209 -2.54949 0.15 0.24 -0.42
B -0.60422 1.39637 -2.33616 -0.08 -0.34 0.47
C -1.34998 2.87665 -2.26952 -0.31 -0.04 -0.03
C -1.01506 3.64513 -1.01876 0.20 0.01 -0.64
C 0.44018 4.05340 -0.90119 0.00 0.22 0.40
I -2.22039 5.51787 -1.01070 -0.16 0.02 0.16
C 0.50779 1.41453 -3.57240 -0.09 -0.42 0.15
F 1.28854 2.54928 -3.60995 -0.04 -0.03 -0.01
F 1.40910 0.36788 -3.44348 0.16 0.17 -0.08
C -0.11035 1.24697 -4.99325 0.14 0.16 -0.43
F -1.41672 1.57928 -5.01929 0.49 -0.11 -0.05
F 0.00892 -0.01087 -5.46340 -0.21 0.46 0.20
F 0.50753 2.05817 -5.90400 -0.27 -0.36 0.22
O 0.07831 1.04268 -1.07602 -0.07 0.78 0.27
C -0.53000 -0.02843 -0.38972 0.59 -0.35 -0.03
C 0.66090 -0.88150 0.08832 -0.49 -0.15 0.31
C -1.26658 0.41709 0.90988 0.01 -0.19 -0.69
C -2.78321 0.56247 0.93796 -0.58 0.66 0.80
N -3.08450 1.25687 2.22610 0.40 -0.47 -0.25
N -3.45226 -0.75390 0.94819 -0.15 0.13 -0.32
N -3.29471 1.39257 -0.14702 -0.12 -0.11 0.27
H -0.45223 -4.94287 -3.38059 -0.05 0.08 -0.07
H 0.65508 -5.62453 -2.21000 0.06 -0.13 0.03
H -0.99990 -6.25629 -2.32397 0.02 -0.14 -0.14
H -0.00182 -3.96822 -0.77963 0.07 0.12 0.01
H -1.54097 -4.79139 -0.64083 -0.08 -0.02 0.08
H 1.03229 -1.57801 -2.43537 0.00 0.58 -0.41
H -2.41285 -0.93820 -1.23037 0.10 0.07 0.54
H -1.14660 3.52206 -3.12696 0.19 -0.04 -0.11
H -2.42093 2.67578 -2.29994 -0.06 -0.06 0.03
H -1.35651 3.12553 -0.13502 -0.01 0.15 0.22
H 0.97684 3.22752 -0.43793 0.12 -0.14 -0.19
H 0.57116 4.93428 -0.27555 -0.02 0.00 0.13
H 0.87363 4.27531 -1.87130 -0.02 -0.07 -0.15
H 1.03496 -0.50854 1.04122 0.12 0.16 0.01
H 1.48945 -0.82862 -0.60394 0.03 -0.12 -0.18
H 0.37069 -1.91875 0.27731 0.02 -0.11 -0.06
H -0.80748 1.35765 1.20822 0.00 0.13 0.02
H -1.03162 -0.31438 1.68133 -0.05 -0.04 0.16
H -2.90780 0.57128 2.95457 0.00 0.20 0.31
H -4.07977 1.44707 2.26306 -0.11 -0.06 0.00
H -3.98123 -0.86020 0.09083 0.17 -0.27 -0.15
H -4.12924 -0.77422 1.70136 0.02 0.04 0.13
H -3.17547 2.35681 0.14722 0.20 0.14 -0.25
H -4.30146 1.27201 -0.18906 -0.08 -0.09 -0.09
C -7.67791 -0.51246 2.74650 -0.07 -0.07 -0.03
S -6.74316 0.34657 4.01873 0.00 0.12 -0.04
O -5.41401 -0.31052 4.09885 -0.01 -0.09 -0.02
C -7.71209 -0.25735 5.40762 -0.07 -0.08 0.04
H -7.20648 -0.30172 1.78878 0.04 0.03 0.02
H -7.65694 -1.58491 2.94018 0.04 0.01 0.02
H -8.70335 -0.14284 2.73911 0.01 0.02 -0.01
H -7.69034 -1.34707 5.42030 0.04 0.00 -0.03
H -8.73617 0.10534 5.31860 0.01 0.02 0.00
H -7.26357 0.13139 6.31905 0.04 0.03 -0.02
C 5.90256 -2.84429 0.72161 0.09 -0.11 -0.02
S 5.01471 -1.50186 -0.08321 -0.13 0.20 -0.01
O 3.56444 -1.74670 0.13296 0.16 -0.22 0.05
C 5.38520 -2.01858 -1.76417 0.06 -0.07 -0.09
H 5.76466 -2.73697 1.79541 -0.03 0.04 0.00
H 5.49612 -3.80047 0.39037 -0.05 0.03 -0.01
H 6.96271 -2.77016 0.48004 0.00 0.04 0.02
H 5.01237 -3.03051 -1.92555 -0.04 0.01 0.04
H 6.46236 -1.97344 -1.92578 0.00 0.03 0.01
H 4.88276 -1.32875 -2.43913 -0.03 0.03 0.04
C 6.41323 1.19749 3.37431 0.01 0.00 0.11
S 6.53492 1.68264 1.64789 -0.04 -0.06 -0.12
O 7.38111 0.66207 0.97451 0.16 0.00 0.09
C 7.59134 3.10943 1.93398 0.04 0.09 0.07
H 5.81864 0.28764 3.42055 -0.03 0.00 -0.05
H 7.41098 1.01056 3.77239 0.02 0.00 -0.05
H 5.91609 1.98717 3.93742 -0.03 -0.01 -0.01
H 8.50763 2.79148 2.43186 -0.02 -0.05 -0.02
H 7.05652 3.83876 2.54240 -0.02 0.01 -0.02
H 7.82858 3.54486 0.96602 -0.03 -0.03 -0.03
```
Positions in Å, forces in eV/Å.

Summary:
Total charge: -1
Max |F|: 1.190 eV Å⁻¹
Molecular weight: 752.27 g/mol
Highest occupied orbital energy: -4.56 eV
Spin multiplicity: 1

---

[2]
The following is a quantum chemistry calculation of a molecular structure, C18H42Be2ClN3O6 at a distorted geometry, from the Open Molecules 2025 dataset.

Geometry as XYZ:
```
72
Properties=species:S:1:pos:R:3:forces:R:3
Be 3.12097 3.02951 1.58858 -1.82 -1.00 1.19
Be 2.40586 3.33681 -4.29658 -0.09 -0.22 0.06
N 6.93253 -0.13885 -1.89053 0.40 1.27 0.41
H 6.01732 -0.36250 -1.48702 -0.13 -0.59 0.00
H 6.76273 0.21316 -2.83436 0.24 -0.42 -0.23
H 7.67212 -0.84158 -1.82791 -0.44 -0.54 -0.34
H 7.31879 0.65076 -1.36320 -0.12 0.09 0.00
Cl 2.69008 0.19773 -1.45401 -0.19 -0.06 -2.72
O 2.89462 1.06931 -0.31206 0.66 0.31 1.80
O 3.97627 -0.28902 -1.98961 -0.85 0.67 1.15
O 1.81822 -0.89778 -1.18170 0.53 0.16 0.77
O 2.04607 1.03461 -2.45043 0.31 0.10 -0.32
C -2.54959 -1.56355 -1.53968 0.25 -0.72 1.55
C -2.94027 -1.68325 -3.02014 -0.05 1.25 -2.65
C -1.90610 -0.88642 -3.86771 0.03 0.06 -1.00
C -0.57356 -1.60976 -4.04418 0.04 1.40 0.09
C -0.76712 -3.01646 -4.55673 -0.45 0.77 -0.32
C -1.70886 -3.86125 -3.67669 0.97 0.49 -3.96
N -2.93490 -3.10860 -3.36719 1.77 0.34 4.11
O -3.72568 -3.84939 -2.49587 -0.21 1.27 -2.65
C -2.12752 -5.09266 -4.48300 -0.89 -1.19 0.16
C -0.88881 -4.29825 -2.48898 0.32 -0.53 2.26
C -4.37167 -1.08189 -3.36408 -0.55 -0.57 0.46
H -2.47067 -0.51877 -1.24576 -0.22 0.07 -0.34
H -1.58565 -2.04673 -1.38012 0.17 0.28 -0.29
H -3.19449 -2.09059 -0.83599 -0.47 0.20 -0.33
H -2.23931 -0.55635 -4.86135 -0.72 -1.14 -0.19
H -1.81994 0.15453 -3.54006 0.22 -0.36 1.18
H -0.03683 -1.41550 -3.10914 0.30 -0.97 0.06
H 0.03716 -1.07852 -4.77829 -0.13 0.08 -0.04
H 0.20978 -3.44038 -4.79285 -0.14 -0.68 0.67
H -1.20638 -2.97925 -5.56135 -0.17 0.26 0.03
H -2.75868 -4.86342 -5.34311 0.10 0.30 0.00
H -1.29075 -5.68357 -4.85414 0.30 0.41 0.11
H -2.68387 -5.80442 -3.86573 0.02 0.01 0.07
H -0.26867 -3.57075 -1.96230 -0.66 0.63 -0.14
H -1.59918 -4.76630 -1.80254 0.49 -0.29 0.21
H -0.08777 -4.95891 -2.82225 -0.62 -0.52 -0.42
H -4.40005 -0.37096 -4.18686 0.65 -0.01 0.03
H -4.80457 -0.59833 -2.49099 0.03 -0.18 0.08
H -5.01753 -1.89876 -3.68340 -0.20 0.06 0.27
H -4.15937 -4.41461 -3.17427 -0.26 -0.86 0.82
C 0.19410 0.46845 4.95131 0.65 -0.08 0.08
C 0.18225 1.21389 3.58702 -0.76 -0.55 -0.74
C -1.22254 1.73820 3.22358 -0.43 0.18 -0.07
C -1.60290 3.01240 3.94530 -1.01 0.05 0.29
C -0.54986 4.07611 3.84929 -0.34 0.59 0.17
C 0.90618 3.63402 4.19134 -2.14 0.88 -0.08
N 1.10216 2.37889 3.51512 0.51 0.56 -1.07
O 2.47041 1.99655 3.57531 0.35 -0.53 0.21
C 1.79392 4.75255 3.73861 1.80 0.56 0.21
C 0.95231 3.55336 5.80106 0.68 0.26 -0.72
C 0.63600 0.17953 2.50522 0.76 1.97 0.87
H 0.03087 -0.59978 4.80464 -0.55 0.14 -0.31
H 1.18650 0.40381 5.41468 0.02 0.52 0.17
H -0.53006 0.86155 5.65965 0.11 0.06 0.03
H -1.27178 1.87968 2.13977 0.31 0.30 -0.03
H -2.01652 1.00660 3.38559 0.44 -0.41 0.36
H -2.54530 3.41578 3.55994 0.22 -0.01 -0.57
H -1.97146 2.87478 4.96806 0.74 -0.48 0.23
H -0.84218 4.87385 4.53494 0.34 0.07 0.07
H -0.59642 4.54954 2.86464 0.34 -0.23 -0.17
H 1.36327 5.72781 3.97347 0.02 -0.08 0.41
H 1.98412 4.93726 2.65813 -0.51 -0.90 -0.88
H 2.82435 4.73526 4.10348 -0.21 -0.08 0.60
H 1.04756 4.56884 6.18381 -0.36 0.09 -0.20
H 1.86592 3.08355 6.16778 -0.23 -0.50 -0.07
H 0.01571 3.11244 6.12592 0.24 -0.19 0.23
H 0.80339 0.68019 1.54904 -0.54 -0.07 -0.19
H 1.64994 -0.04942 2.83064 -0.27 -1.34 -0.17
H -0.13610 -0.57955 2.48389 0.47 -0.43 -0.15
H 2.49138 1.46477 4.40233 0.94 -0.01 -0.14
```
Positions in Å, forces in eV/Å.

Summary:
Total charge: +4
Max |F|: 4.492 eV Å⁻¹
Molecular weight: 450.03 g/mol
Highest occupied orbital energy: -17.19 eV
Spin multiplicity: 1

---

[3]
The following is a quantum chemistry calculation of 6 unconnected molecules or ions with the total composition C18H42Cl3N3O14 at a distorted geometry, from the Open Molecules 2025 dataset.

Geometry as XYZ:
```
80
Properties=species:S:1:pos:R:3:forces:R:3
N 0.46881 -0.53625 -0.49005 -0.55 0.45 0.33
H -0.49351 -0.44189 -0.19825 -0.96 -0.68 -0.29
H 0.84814 0.15925 0.13644 1.06 -0.19 -0.09
H 0.57453 -0.28867 -1.46351 0.01 -0.22 -0.71
H 0.79088 -1.46728 -0.26742 0.49 -0.83 0.06
Cl 3.58672 -3.83352 -0.27440 -0.49 -0.68 0.29
O 2.41063 -3.09063 -0.66214 -0.58 0.66 1.29
O 4.49670 -3.10339 0.58391 -0.40 0.79 0.81
O 3.22459 -5.07852 0.39795 0.26 0.99 -0.75
O 4.27363 -4.02647 -1.49489 1.34 -1.35 -1.55
Cl -0.75709 -4.12226 1.79435 3.28 -1.10 -1.36
O 0.14108 -4.98929 2.54737 -0.91 0.70 0.49
O -0.10232 -2.81575 1.64137 -0.82 -0.25 0.10
O -0.91191 -4.75025 0.49969 -0.68 0.64 0.11
O -2.01938 -3.96384 2.43529 -1.15 0.29 0.71
Cl 0.16163 -1.24276 -4.40606 2.00 -1.21 -0.33
O -0.10924 -0.17843 -3.53443 -1.79 3.96 1.63
O -0.76053 -1.22557 -5.55706 1.16 -0.25 1.15
O 1.56077 -1.11287 -4.73913 -0.15 0.13 -1.88
O 0.08110 -2.38449 -3.57002 -1.34 -2.28 -0.34
C 1.95282 -0.90111 3.10124 0.67 1.90 -0.67
C 2.74509 0.48738 2.71401 -0.64 -3.12 -0.07
C 4.18657 0.04163 2.29629 -0.27 2.14 -0.14
C 4.98541 1.24765 1.68206 -0.40 -1.43 0.88
C 4.24943 1.85196 0.49668 1.12 0.05 0.60
C 2.77247 2.09652 0.65542 -2.31 0.28 0.45
N 2.12331 0.99188 1.46125 1.79 -0.21 -0.63
O 0.75573 1.16972 1.58250 -0.45 0.70 0.29
C 2.55406 3.45483 1.35246 1.48 0.13 0.34
C 2.22556 2.18060 -0.78698 0.56 -0.52 -0.45
C 2.70882 1.41342 3.93408 0.72 0.86 0.22
H 2.20031 -1.18497 4.12411 0.47 -0.21 -0.19
H 2.23060 -1.63345 2.34320 -0.18 -0.25 0.33
H 0.87078 -0.77005 3.11106 0.05 0.08 -0.29
H 4.69709 -0.31999 3.18887 0.05 -0.30 -0.14
H 4.18043 -0.68264 1.48175 -0.41 -0.52 0.46
H 5.90255 0.76913 1.33859 0.24 0.37 -0.15
H 5.27269 1.97741 2.43905 -0.14 0.18 0.08
H 4.48018 1.22691 -0.36597 -0.28 0.12 -0.10
H 4.68126 2.84468 0.36966 0.18 0.02 -0.63
H 1.55604 3.75720 1.66970 -0.04 -0.37 -0.07
H 3.26161 3.42738 2.18114 -0.44 0.16 0.67
H 2.99042 4.26577 0.76931 -0.35 0.05 -0.50
H 2.70858 3.04160 -1.24902 0.08 0.10 -0.02
H 2.61276 1.31716 -1.32795 -0.17 -0.12 -0.15
H 1.17328 2.26626 -1.05803 -0.20 0.04 0.82
H 1.99072 2.22391 3.80951 0.07 0.20 0.05
H 3.69742 1.83062 4.12569 0.16 0.69 -0.58
H 2.55828 1.03165 4.94388 -0.71 -0.98 -0.35
H 0.63162 1.77164 2.31998 -0.44 0.37 0.30
C -5.05465 -1.23283 -0.72541 1.26 0.50 0.74
C -3.56776 -1.02234 -1.31092 -0.57 -1.39 0.61
C -3.78022 -0.78104 -2.82514 -1.02 0.57 0.41
C -4.28956 0.65074 -3.09503 0.01 -0.82 -0.27
C -3.37393 1.63739 -2.41212 -0.97 0.77 0.80
C -3.15894 1.49045 -0.83589 1.83 -0.76 -2.52
N -2.74857 0.05574 -0.72392 0.42 1.19 -0.68
O -2.13241 -0.18671 0.54029 -1.33 0.00 -0.61
C -1.96535 2.39494 -0.50323 1.47 -0.08 -0.01
C -4.31088 1.88424 0.01956 -0.91 0.12 0.81
C -2.82895 -2.36629 -1.07226 -0.61 0.83 -0.37
H -5.54783 -0.26078 -0.72561 -0.60 -0.42 -0.38
H -5.56334 -2.07086 -1.20190 -0.09 0.51 -0.75
H -5.11043 -1.60081 0.29908 0.65 0.31 0.49
H -2.93618 -1.07363 -3.44971 0.10 0.10 0.19
H -4.67047 -1.37934 -3.01905 0.47 -0.62 -0.56
H -4.34115 0.87529 -4.16040 0.73 -0.11 -0.30
H -5.36660 0.67360 -2.92901 -0.12 0.35 1.12
H -3.76871 2.64421 -2.54832 0.09 0.32 -0.13
H -2.45595 1.54205 -2.99206 0.48 0.16 0.64
H -1.82012 3.23635 -1.18075 -0.77 0.27 -0.08
H -0.99508 1.91514 -0.63157 -0.17 -0.62 -0.06
H -1.89660 2.77650 0.51548 -0.50 -0.06 0.14
H -4.26604 2.86609 0.49080 0.25 0.42 -0.62
H -4.24836 1.26618 0.91521 -0.60 -0.45 -0.01
H -5.25779 1.80982 -0.51515 -0.15 -0.25 0.34
H -1.86405 -2.38248 -1.57901 0.17 0.03 0.34
H -2.78517 -2.52890 0.00466 0.42 -0.35 -0.19
H -3.42821 -3.15270 -1.53112 -0.04 -0.11 0.09
H -2.88785 -0.38178 1.09963 0.13 -0.38 0.84
```
Positions in Å, forces in eV/Å.

Summary:
Total charge: -2
Max |F|: 4.639 eV Å⁻¹
Molecular weight: 630.90 g/mol
Highest occupied orbital energy: -3.39 eV
Spin multiplicity: 1